ORCA calculation (wB97M-V/def2-TZVPD) on a molecular structure, C13H15ClN2O2Os.

XYZ file:
```
34
Properties=species:S:1:pos:R:3:mulliken_charge:R:1
Cl -0.9896 2.9290 -2.3724 -0.2423
C -0.5808 -1.2051 -1.7352 -0.5095
C 0.8081 -1.3552 -1.4855 -0.3501
C 1.5182 -0.3244 -2.2179 -1.0002
H 1.3027 -2.1270 -0.8859 0.5258
C 0.5555 0.4438 -2.9813 0.5516
C -0.7631 -0.0871 -2.6481 -0.4589
H -1.6903 0.2192 -3.1187 0.4926
H -1.3504 -1.8780 -1.3825 0.5857
H 2.6096 -0.1644 -2.2682 0.5431
C 0.8057 1.5821 -3.9035 -0.9596
Os 0.1104 0.8818 -0.8865 1.1714
C 1.6477 1.5263 -0.0205 0.3139
O 2.5870 1.9485 0.5252 -0.3738
C -1.1218 2.2136 -0.1850 0.3246
O -1.8022 3.0283 0.3184 -0.3496
H 1.7865 2.0033 -3.7274 0.4198
H 0.0377 2.3385 -3.6903 0.1885
H 0.6940 1.3198 -4.9467 0.3645
C 1.2864 -1.3883 4.2499 -1.0647
C 0.4327 -0.9985 3.0942 0.6209
C -0.9213 -1.1798 2.8799 -0.7752
C -1.2131 -0.6155 1.6341 0.6442
N -0.0789 -0.0947 1.1091 -0.1629
N 0.9018 -0.3561 2.0135 0.0163
C -2.5433 -0.5973 0.9897 -1.3503
H 0.9407 -0.8739 5.1645 0.3487
H 1.1763 -2.4713 4.4331 0.3592
H 2.3462 -1.1451 4.0722 0.3269
H -1.6525 -1.6652 3.5382 0.5023
H 1.8825 -0.0873 1.9028 0.2885
H -2.9062 -1.6346 0.9043 0.4050
H -3.2638 -0.0606 1.6300 0.4035
H -2.5526 -0.1247 -0.0036 0.2002
```

Properties
orbital gap (alpha / beta): 7.38 / 4.13 eV
net charge: +2
LUMO energy (alpha / beta): -0.253 / -0.435 Eh
2S+1: 5
⟨S²⟩: 6.040
maximum force: 6.3 eV/Å